# C4H4O3

One molecule with the formula C4H4O3 (wB97M-V/def2-TZVPD, OMol25).

- E_HOMO: -9.34 eV
- Calculated total energy: -380.40423 Eh
- Net charge: 0
- Multiplicity: 1
- HOMO-LUMO gap: 9.1 eV

Geometry as XYZ:
```
11
C4H4O3 | OMol25 | wB97M-V/def2-TZVPD
O 0.76 -0.90 0.21
O -1.53 -2.29 -1.36
O 0.58 0.73 1.94
C -0.50 -0.76 0.10
C 0.53 0.58 0.76
C -1.33 -1.96 -0.22
C 0.77 1.57 -0.34
H 0.12 2.43 -0.17
H 1.81 1.90 -0.26
H -1.81 -2.44 0.65
H 0.59 1.15 -1.33
```